# 1
# CH7NOS

A 2-piece molecular cluster, CH7NOS overall (ωB97M-V/def2-TZVPD, OMol25).

## Properties
SMILES string   NCO.S
Gap between HOMO and LUMO   10.548 eV
Molar mass   81.14 Da
Energy above the lowest of the compared OMol25 structures with the same formula, charge and spin   0.035 eV

```
! RIJCOSX wB97M-V def2-TZVPD def2/J DEFGRID3
* xyz 0 1
N 0.13144 1.17481 -1.29614
C 1.08091 0.16197 -1.52579
O 0.75873 -1.05173 -0.81078
H -0.81160 0.87060 -1.50284
H 0.16606 1.59801 -0.37853
H 1.11218 -0.07765 -2.59889
H 2.05698 0.52109 -1.21250
H 1.21404 -1.77006 -1.26203
S -1.56461 -0.24208 3.96625
H -1.28434 -0.62070 2.71433
H -2.85981 -0.56426 3.90691
*
```

Löwdin population analysis, charges in e, atoms 1 to 2: 0.0183, -0.3684


# 2
# CH7O3

A 3-piece molecular cluster, CH7O3 overall at a distorted geometry (ωB97M-V/def2-TZVPD, OMol25).

## Properties
Gap between HOMO and LUMO   8.600 eV
Molar mass   67.06 Da
Energy above the lowest of the compared OMol25 structures with the same formula, charge and spin   1.096 eV

```
! RIJCOSX wB97M-V def2-TZVPD def2/J DEFGRID3
* xyz -1 1
C 0.03727 -1.20974 -1.22877
O 0.48044 -0.73821 0.01647
H -1.00106 -1.62064 -1.17389
H -0.07026 -0.41192 -1.97127
H 0.52760 -2.03284 -1.55464
H -0.67640 -0.20749 0.98183
H -1.90905 0.79184 0.39273
O -1.74503 0.20343 1.19800
H 0.94230 1.61330 0.84972
H 1.27708 0.49549 -0.20290
O 1.35035 1.61362 0.04191
*
```

Löwdin population analysis, charges in e, atoms 1 to 2: -0.2923, -0.3998


# 3
# CH7O3

A 3-piece molecular cluster, CH7O3 overall at a distorted geometry (ωB97M-V/def2-TZVPD, OMol25).

## Properties
Gap between HOMO and LUMO   8.092 eV
Molar mass   67.06 Da
Energy above the lowest of the compared OMol25 structures with the same formula, charge and spin   0.722 eV

```
! RIJCOSX wB97M-V def2-TZVPD def2/J DEFGRID3
* xyz -1 1
C -1.27650 0.24129 0.92163
O 0.09275 -0.11447 0.60930
H -2.15784 -0.33692 0.40900
H -1.50715 0.23060 2.03198
H -1.37817 1.28942 0.57748
H 0.03093 -0.97984 -0.56570
H 0.61874 -2.27225 -1.29498
O -0.23244 -1.83612 -1.20704
H 2.16944 2.06317 -0.59822
H 1.44066 0.58823 -0.23469
O 2.19958 1.12686 -0.64877
*
```

Löwdin population analysis, charges in e, atoms 1 to 2: -0.2945, -0.4384


# 4
# CH8F3NaO7S

CH8F3NaO7S as an isolated structure at a distorted geometry (ωB97M-V/def2-TZVPD, OMol25).

## Properties
Gap between HOMO and LUMO (alpha / beta)   11.676 / 6.054 eV
Molar mass   244.12 Da

```
! RIJCOSX wB97M-V def2-TZVPD def2/J DEFGRID3
* xyz 1 2
Na -0.09632 0.96640 -1.18274
C -0.07210 -2.20380 0.53588
F 0.83825 -1.25978 0.13852
F -1.22423 -1.72754 0.21088
F 0.13983 -3.41988 0.03466
S -0.00028 -2.28989 2.46685
O -1.02260 -3.26834 2.96990
O 1.31184 -2.77658 2.69442
O -0.24325 -0.96531 3.04500
O -0.74073 1.16206 1.42889
H -0.65315 2.02846 1.82628
H -0.77598 0.55968 2.17194
O -2.13836 2.12708 -2.25963
H -2.84112 2.45891 -1.70084
H -1.55826 2.87775 -2.38694
O 0.71089 -0.27008 -3.34500
H 0.73751 -0.41013 -4.29152
H 1.60239 -0.45537 -3.04982
O 1.68720 2.24248 0.01396
H 2.07002 3.06226 0.32644
H 2.26840 1.56165 0.35295
*
```

Löwdin population analysis, charges in e, atoms 1 to 2: 0.5722, -0.6043


# 5
# CH8LiO7

CH8LiO7 as an isolated structure at a distorted geometry (ωB97M-V/def2-TZVPD, OMol25).

## Properties
Gap between HOMO and LUMO   3.711 eV
Molar mass   139.01 Da
Energy above the lowest of the compared OMol25 structures with the same formula, charge and spin   0.875 eV

```
! RIJCOSX wB97M-V def2-TZVPD def2/J DEFGRID3
* xyz -1 1
Li 0.39910 0.74139 -0.45628
C -0.87551 -0.53701 2.11086
O -0.67011 -1.86986 2.41109
O -0.45765 -0.11110 1.01955
O -1.65030 0.21062 2.77084
O -0.81396 1.93645 -1.47820
H -0.68778 2.86399 -1.79197
H -1.75071 1.74694 -1.27940
O -0.81364 -2.50153 -0.24748
H -0.61747 -1.79133 0.40909
H -1.28933 -2.07125 -0.97049
O 1.99749 1.52737 0.75338
H 1.54613 1.89816 1.50230
H 2.82645 1.09622 0.90489
O 1.07185 -0.65563 -1.84705
H 1.41331 -1.39865 -1.37406
H 0.37213 -1.08476 -2.43705
*
```

Löwdin population analysis, charges in e, atoms 1 to 2: 0.6848, -0.9688


# 6
# CH8N2

A 2-piece molecular cluster, CH8N2 overall at a distorted geometry (ωB97M-V/def2-TZVPD, OMol25).

## Properties
SMILES string   CN.N
Gap between HOMO and LUMO   10.535 eV
Molar mass   48.09 Da
Energy above the lowest of the compared OMol25 structures with the same formula, charge and spin   0.653 eV

```
! RIJCOSX wB97M-V def2-TZVPD def2/J DEFGRID3
* xyz 0 1
C -0.50221 1.10579 2.10156
N -0.96523 0.20714 0.99063
H -1.18473 1.96982 2.35419
H 0.47707 1.54198 1.67181
H -0.52457 0.45617 2.90062
H -1.70699 0.69849 0.51257
H -0.17153 0.21769 0.33230
N 0.97504 -1.71628 -2.89293
H 1.57174 -2.15885 -2.22946
H 0.36913 -1.13012 -2.32617
H 1.66227 -1.19182 -3.41513
*
```

Löwdin population analysis, charges in e, atoms 1 to 2: -0.1793, -0.0945


# 7
# CH8N2O

A 3-piece molecular cluster, CH8N2O overall at a distorted geometry (ωB97M-V/def2-TZVPD, OMol25).

## Properties
Gap between HOMO and LUMO (alpha / beta)   6.691 / 7.063 eV
Molar mass   64.09 Da
Energy above the lowest of the compared OMol25 structures with the same formula, charge and spin   2.161 eV

```
! RIJCOSX wB97M-V def2-TZVPD def2/J DEFGRID3
* xyz -1 2
N -2.40335 -0.27322 -0.65011
H -3.08498 0.38203 -0.29109
H -1.55553 0.24623 -0.89002
H 1.06726 1.14840 2.73312
H -2.74858 -0.67382 -1.51499
N 1.61205 -0.50633 -1.44590
C 1.42321 0.09414 -0.25285
O 0.23107 0.64743 0.22311
H 0.97730 -1.28727 -1.57597
H 1.27955 0.47332 2.97677
H 0.86117 -0.77238 0.50836
H 2.34084 0.52147 0.17957
*
```

Löwdin population analysis, charges in e, atoms 1 to 2: -0.0021, -0.0198


# 8
# CH8N2O

A 3-piece molecular cluster, CH8N2O overall at a distorted geometry (ωB97M-V/def2-TZVPD, OMol25).

## Properties
Gap between HOMO and LUMO   7.812 eV
Molar mass   64.09 Da
Energy above the lowest of the compared OMol25 structures with the same formula, charge and spin   5.407 eV

```
! RIJCOSX wB97M-V def2-TZVPD def2/J DEFGRID3
* xyz 0 1
N 0.52064 -0.80883 1.93409
H -0.44587 -0.54194 1.79947
H 0.51700 -1.73358 2.34882
H -2.74148 -0.02364 -0.14064
H 1.00757 -0.87170 1.05194
N 1.71360 0.49118 -1.43022
C 0.42445 0.85769 -1.29336
O -0.10484 1.69475 -0.48507
H 2.24786 0.89779 -0.65277
H -3.11267 -0.64652 0.05667
H 0.08238 -0.15413 -0.90845
H -0.10864 0.83893 -2.28050
*
```

Löwdin population analysis, charges in e, atoms 1 to 2: 0.0247, -0.0032


no.,electronic energy (Ha)
1,-570.45706
2,-267.99910
3,-268.01288
4,-1429.37776
5,-577.20006
6,-152.36570
7,-227.49733
8,-227.44234